Here is C26H20IInN10S4 as an isolated structure at a distorted geometry from the Open Molecules 2025 dataset. Energies are from the ωB97M-V functional and the def2-TZVPD basis.

Computed properties:
Energy relative to the best compared isomer or geometry (same formula, charge and spin), kJ/mol: 145.94
Electronic energy, eV: -98803.3440
HOMO-LUMO gap, eV: 5.94
Charge: 0
Spin multiplicity: 1
HOMO energy, Ha: -0.2688

Last column: Löwdin charge in e.
Atoms and positions in Å:
In  -0.799  1.392  -0.030  0.2954
C  0.087  3.050  4.216  -0.0312
C  0.074  2.731  2.784  -0.2526
N  -0.594  1.685  2.274  -0.0429
N  -1.166  0.818  3.154  -0.0342
C  -1.581  -0.389  2.726  -0.7838
N  -2.188  -1.173  3.670  0.0723
S  -1.812  -0.685  0.996  0.5901
C  0.509  3.698  1.808  -0.2364
C  1.230  4.831  2.154  -0.0021
C  1.539  5.794  1.184  -0.0246
C  1.292  5.517  -0.164  -0.0371
C  0.716  4.309  -0.498  -0.0901
N  0.287  3.479  0.484  0.0343
H  1.053  2.770  4.670  0.1056
H  -0.765  2.512  4.681  0.0865
H  -0.045  4.124  4.401  0.0846
H  -2.089  -0.839  4.650  0.1214
H  -2.868  -1.911  3.434  0.1110
H  1.466  5.044  3.214  0.1213
H  1.976  6.733  1.473  0.1087
H  1.467  6.243  -0.942  0.1107
H  0.538  4.008  -1.534  0.0972
S  -0.551  1.475  -2.691  0.5945
C  -2.244  1.373  -2.992  -0.7036
C  -2.688  0.486  -4.009  -0.0703
C  -4.007  0.513  -4.394  -0.1849
C  -4.310  -0.282  -5.549  -0.1930
N  -4.373  -0.959  -6.483  0.1622
C  -4.988  1.382  -3.787  -0.1880
C  -4.554  2.076  -2.664  -0.0782
C  -3.258  2.073  -2.209  -0.6920
S  -2.848  2.871  -0.705  0.5714
C  -6.184  1.399  -4.492  -0.1929
N  -7.150  1.457  -5.174  0.1661
H  -1.954  -0.069  -4.508  0.0894
H  -5.302  2.711  -2.184  0.1206
N  0.963  -4.242  -3.077  0.0779
C  1.220  -4.633  -1.800  -0.6954
N  0.912  -4.001  -0.710  0.0806
C  1.508  -4.566  0.407  -0.3235
C  1.488  -3.971  1.684  -0.0278
C  2.288  -4.488  2.675  -0.1081
C  3.140  -5.564  2.447  -0.0879
C  3.256  -6.123  1.138  -0.0766
C  2.364  -5.660  0.157  -0.4716
S  2.329  -5.990  -1.569  1.0475
H  0.356  -3.415  -3.183  0.1149
H  1.693  -4.408  -3.770  0.0980
H  0.837  -3.130  1.876  0.1034
H  2.112  -4.186  3.711  0.1085
H  3.731  -5.924  3.277  0.0961
H  4.076  -6.840  0.927  0.1137
I  5.161  -0.377  1.465  0.8332
C  3.411  -0.269  0.309  -0.7314
C  2.834  -1.245  -0.493  -0.1318
N  1.681  -0.738  -0.979  0.0248
N  1.417  0.477  -0.410  -0.0675
C  2.520  0.796  0.312  -0.1832
H  3.267  -2.183  -0.830  0.1273
H  0.916  -1.307  -1.407  0.1570
H  2.604  1.740  0.874  0.1167

Atoms 1-6, force components in eV/Å:
In -0.610 0.897 -1.094
C -0.207 -0.076 1.101
C -2.825 -2.361 -1.330
N 1.332 0.706 1.294
N 0.697 -0.998 0.614
C -1.422 2.604 -0.992